Here is a structure of composition C5H11N3 from the OMol25 dataset. Energies are from the ωB97M-V functional and the def2-TZVPD basis.

Cartesian coordinates (Å):
C (0.43277, 2.41237, -0.14326)
N (-0.50118, 1.28583, -0.16148)
C (-0.04248, -0.47430, -0.61350)
N (-1.06230, -1.18061, -1.28458)
C (1.23331, -0.50643, -1.15550)
H (-1.40446, 1.57835, -0.53909)
H (-1.02117, -1.05477, -2.28842)
H (-1.98684, -1.03727, -0.89519)
H (0.03243, 3.19827, 0.50122)
H (1.38372, 2.08974, 0.27929)
H (0.59113, 2.81396, -1.14411)
H (1.48836, -1.26620, -1.88165)
H (2.03380, 0.05685, -0.69511)
C (-0.10559, -1.75920, 1.78289)
C (-0.30319, -0.54933, 0.94275)
N (-0.65688, 0.60934, 1.32878)
H (-0.59716, -1.67409, 2.75337)
H (-0.48441, -2.65175, 1.27871)
H (0.97015, -1.89077, 1.93487)

## Properties
HOMO energy: -6.482 eV
HOMO-LUMO gap: 7.445 eV
total charge: 0

natural (NBO) analysis output, partial charges in e:
1. C -0.4306
2. N -0.4061
3. C 0.2563
4. N -0.8289
5. C -0.7880
6. H 0.3721
7. H 0.3841
8. H 0.3670
9. H 0.2033
10. H 0.2150
11. H 0.2201
12. H 0.2115
13. H 0.1927
14. C -0.6806
15. C 0.2527
16. N -0.2701
17. H 0.2335
18. H 0.2436
19. H 0.2523

=====

Here is a cluster of 2 separate species, C5H11N3 in total from the OMol25 dataset. Energies are from the ωB97M-V functional and the def2-TZVPD basis.

Cartesian coordinates (Å):
C (2.02581, 0.42322, 0.41977)
C (1.78110, 0.24314, -1.12662)
C (0.75660, 0.84120, -0.22407)
C (-0.47629, 2.06910, 1.41439)
C (-0.32003, 1.49602, 0.04810)
N (-1.95461, -3.44348, -0.85860)
N (-1.41885, -2.32331, -0.63116)
N (-1.94088, -1.26979, -0.16015)
H (2.12987, -0.45777, 1.12820)
H (2.65833, 1.26581, 0.59172)
H (2.33052, 1.10651, -1.66671)
H (1.61256, -0.61105, -1.72673)
H (-1.42971, 1.72327, 1.89937)
H (-0.67287, 3.13566, 1.36274)
H (0.50619, 1.86555, 1.88284)
H (-0.97895, 1.80034, -0.66760)
H (-0.40965, -2.43683, -0.31355)
H (-1.30051, -4.22267, -0.93011)
H (-2.89863, -1.20490, -0.44184)

## Properties
HOMO energy: -8.774 eV
HOMO-LUMO gap: 9.540 eV
total charge: 0

natural (NBO) analysis output, partial charges in e:
1. C -0.4601
2. C -0.4422
3. C -0.0174
4. C -0.6364
5. C -0.1524
6. N -0.5332
7. N 0.0162
8. N -0.4896
9. H 0.2197
10. H 0.2143
11. H 0.2135
12. H 0.2194
13. H 0.2171
14. H 0.2087
15. H 0.2177
16. H 0.1949
17. H 0.3579
18. H 0.3282
19. H 0.3237

=====

Here is a cluster of 2 separate species, C5H11N3 in total from the OMol25 dataset. Energies are from the ωB97M-V functional and the def2-TZVPD basis.

Cartesian coordinates (Å):
C (-0.64067, -0.51407, -0.01349)
C (1.40798, -0.06122, -0.38313)
C (-0.56999, -1.99392, -0.31353)
C (-0.68055, -0.06699, 1.32796)
N (1.60534, 1.27003, -0.32939)
N (-1.38450, 0.23119, -0.93768)
C (0.79802, 2.12783, 0.74342)
N (0.62685, 3.28923, 0.86905)
H (1.50656, 1.74181, -1.22390)
H (-1.40629, 1.22746, -0.76529)
H (-1.20738, 0.02334, -1.90943)
H (1.37805, -0.52335, -1.36108)
H (1.85431, -0.64159, 0.41853)
H (-0.28082, -2.18428, -1.34941)
H (0.14474, -2.48995, 0.34149)
H (-1.55212, -2.44469, -0.15345)
H (-0.26296, -0.72197, 2.08262)
H (-1.50842, 0.55514, 1.64901)
H (0.17184, 1.17600, 1.30770)

## Properties
HOMO energy (alpha / beta): -7.673 / -7.672 eV
HOMO-LUMO gap (alpha / beta): 7.656 / 7.655 eV
total charge: 0

natural (NBO) analysis output, partial charges in e:
1. C 0.1757
2. C -0.1768
3. C -0.6302
4. C -0.4927
5. N -0.5934
6. N -0.8299
7. C 0.1355
8. N -0.4098
9. H 0.3885
10. H 0.3876
11. H 0.3736
12. H 0.2014
13. H 0.1804
14. H 0.2067
15. H 0.2223
16. H 0.2251
17. H 0.2272
18. H 0.2354
19. H 0.1733

=====

Here is the molecule C5H11N3 from the OMol25 dataset. Energies are from the ωB97M-V functional and the def2-TZVPD basis.

Cartesian coordinates (Å):
C (-0.01977, -2.15259, -1.44163)
C (0.45894, 1.11334, -0.19362)
C (1.72672, 1.79891, -0.10295)
C (-1.81256, 1.14290, 0.53489)
C (0.14504, -1.47081, 0.82236)
N (0.35654, 0.02125, -0.99265)
N (-0.61050, 1.76656, 0.36754)
N (0.15912, -1.19478, -0.61200)
H (0.00821, -2.09352, -2.52531)
H (-0.10063, -3.16960, -1.00639)
H (2.43234, 1.24371, 0.46659)
H (1.58431, 2.83891, 0.40183)
H (2.08120, 1.97020, -1.07539)
H (-1.77041, 0.19154, 1.14936)
H (-2.33962, 0.70504, -0.37760)
H (-2.55025, 1.83779, 0.92107)
H (0.47530, -0.59024, 1.38007)
H (0.71278, -2.29028, 1.09668)
H (-0.93675, -1.66833, 1.18713)

## Properties
HOMO energy: -7.807 eV
HOMO-LUMO gap: 8.538 eV
total charge: 0

natural (NBO) analysis output, partial charges in e:
1. C -0.2272
2. C 0.3906
3. C -0.6561
4. C -0.4390
5. C -0.4380
6. N -0.4173
7. N -0.4862
8. N -0.0314
9. H 0.2181
10. H 0.1825
11. H 0.2152
12. H 0.2377
13. H 0.2266
14. H 0.1664
15. H 0.1731
16. H 0.2015
17. H 0.2364
18. H 0.2193
19. H 0.2277

=====

Here is the ion C5H11N3 with charge +2 from the OMol25 dataset. Energies are from the ωB97M-V functional and the def2-TZVPD basis.

Cartesian coordinates (Å):
C (-1.16702, 1.09623, -1.85590)
C (0.10902, 0.82572, 0.26467)
C (0.32606, -0.71192, 0.41457)
C (-0.63715, -1.52435, 1.21901)
C (1.54257, -1.19315, -0.03865)
N (-1.30425, -0.08880, -2.25801)
N (-0.48827, 1.49982, -0.67639)
N (0.67618, 1.43367, 1.33379)
H (-1.72423, 1.93607, -2.41852)
H (-0.75482, -2.45855, 0.73003)
H (-1.62691, -1.00542, 1.35273)
H (-0.14110, -1.79121, 2.24818)
H (1.73394, -2.24454, 0.00597)
H (2.31759, -0.80294, 0.73270)
H (1.89666, -0.72544, -0.98692)
H (-2.01745, -0.10051, -3.00871)
H (-0.31047, 2.51332, -0.65458)
H (1.20952, 0.99815, 2.06091)
H (0.36014, 2.34382, 1.53510)

## Properties
HOMO energy: -19.015 eV
HOMO-LUMO gap: 7.838 eV
total charge: +2

natural (NBO) analysis output, partial charges in e:
1. C 0.2324
2. C 0.4915
3. C 0.5581
4. C -0.7486
5. C -0.7909
6. N -0.5606
7. N -0.5199
8. N -0.6861
9. H 0.2423
10. H 0.3236
11. H 0.2919
12. H 0.3575
13. H 0.3187
14. H 0.3818
15. H 0.3333
16. H 0.4161
17. H 0.4636
18. H 0.4516
19. H 0.4436

=====

Here is a cluster of 2 separate species, C5H11N3O in total from the OMol25 dataset. Energies are from the ωB97M-V functional and the def2-TZVPD basis.

Cartesian coordinates (Å):
H (4.31209, 1.05708, -0.44414)
N (3.33594, 1.28405, -0.58447)
C (2.46853, 0.52223, -0.02421)
N (2.58519, -0.57754, 0.74670)
O (1.22945, 0.93216, -0.33598)
H (3.48600, -1.01145, 0.83951)
H (1.75585, -1.11599, 0.96454)
H (1.61681, 1.73837, -0.90657)
C (-1.77913, -0.45258, -1.35912)
C (-1.97447, -0.60619, 0.15496)
C (-1.99934, 0.75429, 0.86442)
C (-0.89191, -1.40153, 0.69655)
N (-0.01917, -2.01355, 1.11980)
H (-0.83286, 0.04596, -1.55957)
H (-1.77530, -1.42315, -1.85281)
H (-2.58816, 0.14705, -1.77296)
H (-2.91023, -1.14253, 0.35273)
H (-2.80691, 1.36212, 0.45972)
H (-1.05336, 1.26852, 0.70621)
H (-2.15900, 0.63269, 1.93468)

## Properties
SMILES string: [H]/N=C(\N)O.CC(C)C#N
HOMO energy: -9.123 eV
HOMO-LUMO gap: 9.984 eV
total charge: 0

natural (NBO) analysis output, partial charges in e:
1. H 0.3482
2. N -0.8641
3. C 0.7014
4. N -0.8336
5. O -0.7150
6. H 0.3982
7. H 0.4308
8. H 0.5197
9. C -0.5911
10. C -0.3322
11. C -0.5921
12. C 0.3573
13. N -0.3998
14. H 0.2340
15. H 0.2177
16. H 0.2129
17. H 0.2411
18. H 0.2126
19. H 0.2365
20. H 0.2177

=====

How do the records compare in largest force on an atom? In the order shown, they have 2.839 4.699 1.292 6.481 3.562 2.728 eV Å⁻¹.